Below is a cluster of 16 separate species, C2H36NO17 in total in a non-equilibrium geometry, with properties calculated with ωB97M-V with the def2-TZVPD basis set.

The geometry in XYZ format:
```
56
Properties=species:S:1:pos:R:3:forces:R:3:lowdin_charge:R:1
O -1.09525 -2.76092 2.84443 -1.02 -2.89 -0.05 0.165
C -0.90931 -1.70386 3.27398 2.37 3.68 1.68 -0.532
O -1.76419 -0.74982 3.70617 -2.26 -0.54 0.67 0.081
C 0.43025 -0.90321 3.53511 2.03 -1.28 -1.58 0.005
N 0.88988 -0.15990 2.22766 0.19 -1.32 0.48 0.149
H -2.62335 -1.06170 4.08265 0.63 -0.04 -0.86 0.163
H 0.11122 -0.28164 4.38528 1.05 0.48 -0.85 0.132
H 1.40618 -1.44835 3.72481 -1.87 0.02 0.36 0.137
H 1.92673 -0.10053 2.18113 -0.42 0.55 0.63 0.106
H 0.63042 -0.64951 1.29113 -0.46 0.59 2.12 0.116
H 0.50300 0.75997 2.26607 -0.17 0.81 -0.58 0.105
H -3.53351 2.91648 0.52324 -1.15 -0.05 -0.77 0.067
H -2.67478 1.92290 0.86622 -0.07 -1.01 -0.09 0.040
O -3.51600 1.94992 0.37074 0.93 1.45 1.55 -0.078
H -0.26563 2.70390 -0.12802 0.73 -3.38 1.41 0.156
H -0.08733 1.21584 -0.51492 0.26 -1.91 -2.93 -0.068
O -0.02812 1.71491 0.24714 -1.13 5.45 1.32 -0.059
H -3.08245 -2.02789 1.19255 0.00 -0.22 0.08 0.030
H -3.12339 -1.38542 -0.22021 -0.33 -2.79 1.13 0.020
O -3.27859 -2.26660 0.27916 0.15 1.94 -1.29 -0.066
H 3.25732 2.26825 -2.23279 8.22 2.70 -6.36 -0.053
H 1.86082 1.60409 -2.12898 -3.56 -3.26 -2.95 -0.037
O 2.56721 2.03551 -1.83808 -4.49 0.22 9.13 0.122
H 4.03123 0.80133 -0.70298 -0.89 -2.02 2.17 0.101
H 4.38170 -0.70341 -0.47221 -1.06 1.18 1.33 0.102
O 3.87986 0.03907 -0.00192 1.77 0.69 -3.60 -0.123
H 0.74094 2.97758 -2.35736 0.97 -0.59 0.06 -0.024
H -0.07693 3.52220 -3.53719 0.11 -0.20 0.60 0.059
O 0.08575 3.60731 -2.58648 -0.85 1.91 -0.14 -0.052
H 1.18409 -2.78085 -1.04175 -0.80 -0.21 -0.76 -0.033
H 2.02399 -2.17393 -2.23951 -0.51 0.05 -1.68 0.033
O 1.96269 -2.32303 -1.32495 2.21 0.02 2.78 -0.033
H -1.44490 -3.33558 -1.44599 1.71 0.83 1.41 0.124
H -0.26509 -4.00795 -1.88445 0.66 1.30 1.49 0.127
O -0.44858 -3.27188 -1.20530 -3.17 -2.85 -2.97 -0.107
H -2.75831 3.16531 -1.56610 -0.69 -1.08 -0.66 0.006
H -1.51925 4.05686 -1.75220 -1.06 -0.32 0.82 0.035
O -2.30514 3.87656 -1.15575 1.95 1.35 -0.06 -0.071
H -1.88899 0.78735 -0.52951 -2.55 -2.23 -1.93 0.096
H -3.32727 -0.00810 -0.43627 2.04 1.65 -2.16 0.098
O -2.51893 0.11515 -1.09125 0.48 1.08 3.37 -0.151
H 0.72225 -0.66156 -0.99590 -0.63 -0.67 -0.09 0.019
H -0.63930 -0.53923 -1.96326 0.87 -0.30 1.09 0.035
O 0.32801 -0.43653 -1.84448 -0.51 1.55 -1.31 -0.062
H 3.67470 0.92695 1.43603 -0.92 1.06 1.42 0.026
H 2.52330 2.01878 1.89838 2.03 -1.42 0.47 0.081
O 3.23608 1.37656 2.24603 -1.01 0.46 -1.79 -0.128
H -0.58163 -2.37996 0.85886 0.70 -2.41 0.75 0.013
H -1.27005 -1.49367 -0.05051 1.15 0.74 1.91 0.069
O -0.72439 -1.46469 0.81492 -1.71 1.93 -3.77 -0.091
H -0.66943 1.54110 -4.85302 -0.03 -0.03 -0.98 0.048
H -0.95816 0.72076 -3.61089 0.59 1.78 -0.47 0.071
O -0.63418 1.62371 -3.90874 -0.77 -2.34 0.73 -0.053
H 1.99467 -2.94984 0.94735 1.46 -1.79 -2.47 -0.014
H 1.87489 -3.40103 2.59941 0.38 -0.37 -1.87 0.095
O 1.78529 -2.81773 1.82252 -1.54 2.08 4.06 0.001
```
Forces are in eV/Å.

Properties
energy relative to the best compared isomer or geometry (same formula, charge and spin)	3.165	eV
E	-1431.23992	a.u.
molecular weight	346.3	Da
max |F|	0.2088	Eh/bohr
HOMO-LUMO gap	10.765	eV
charge	+1
HOMO level	-13.5	eV